A cluster of 7 separate species, H14O7 in total in a non-equilibrium geometry. Source: the Open Molecules 2025 dataset; level of theory: the ωB97M-V functional and the def2-TZVPD basis.

Positions of all 21 atoms, in Å:
O  0.668  0.268  -1.521
O  2.704  0.480  0.769
O  0.521  -0.974  1.860
O  1.012  2.663  0.593
H  0.197  1.078  -1.211
H  1.459  0.182  -0.977
H  3.642  0.249  0.490
H  2.243  -0.317  1.225
H  0.071  -1.595  1.370
H  -0.129  -0.299  2.074
H  0.162  2.820  0.945
H  1.291  1.750  0.792
O  -1.447  -2.095  0.003
O  -2.252  0.706  1.365
O  -1.128  -0.973  -3.056
H  -3.056  0.344  0.848
H  -2.025  1.577  1.038
H  -2.137  -2.545  -0.608
H  -0.956  -1.527  -0.609
H  -0.489  -0.421  -2.680
H  -0.895  -1.893  -2.804

The frontier orbital gap (spin up / spin down) is 11.852 / 3.208 eV. Its total charge is +1. Its maximum force is 3.45 eV/Å. As for the multiplicity: 2.